{"formula": "C60H153N7O20", "method": "ωB97M-V with the def2-TZVPD basis set", "symbols": ["C", "C", "C", "O", "H", "H", "H", "H", "H", "H", "H", "H", "C", "C", "C", "O", "H", "H", "H", "H", "H", "H", "H", "H", "C", "C", "C", "O", "H", "H", "H", "H", "H", "H", "H", "H", "C", "C", "C", "O", "H", "H", "H", "H", "H", "H", "H", "H", "C", "C", "C", "O", "H", "H", "H", "H", "H", "H", "H", "H", "C", "C", "C", "O", "H", "H", "H", "H", "H", "H", "H", "H", "C", "O", "C", "C", "N", "C", "C", "O", "C", "H", "H", "H", "H", "H", "H", "H", "H", "H", "H", "H", "H", "H", "H", "H", "C", "O", "C", "C", "N", "C", "C", "O", "C", "H", "H", "H", "H", "H", "H", "H", "H", "H", "H", "H", "H", "H", "H", "H", "C", "O", "C", "C", "N", "C", "C", "O", "C", "H", "H", "H", "H", "H", "H", "H", "H", "H", "H", "H", "H", "H", "H", "H", "C", "O", "C", "C", "N", "C", "C", "O", "C", "H", "H", "H", "H", "H", "H", "H", "H", "H", "H", "H", "H", "H", "H", "H", "C", "O", "C", "C", "N", "C", "C", "O", "C", "H", "H", "H", "H", "H", "H", "H", "H", "H", "H", "H", "H", "H", "H", "H", "C", "O", "C", "C", "N", "C", "C", "O", "C", "H", "H", "H", "H", "H", "H", "H", "H", "H", "H", "H", "H", "H", "H", "H", "C", "O", "C", "C", "N", "C", "C", "O", "C", "H", "H", "H", "H", "H", "H", "H", "H", "H", "H", "H", "H", "H", "H", "H"], "xyz": [[24.94698, 2.92313, 20.85849], [26.16264, 3.87146, 20.87913], [26.02620, 5.01642, 19.88284], [26.50011, 4.22535, 22.21378], [24.64752, 2.90984, 19.80971], [24.15286, 3.45351, 21.39332], [25.10070, 1.96726, 21.35065], [27.04716, 3.31564, 20.53058], [25.17527, 5.62822, 20.19951], [25.79448, 4.57907, 18.91562], [26.93684, 5.61036, 19.89704], [26.79197, 3.44744, 22.69057], [24.47335, 8.25318, 14.72663], [24.54649, 6.74098, 14.72708], [25.09303, 6.21089, 16.05367], [23.31058, 6.10831, 14.44673], [25.41861, 8.69462, 14.40006], [24.28258, 8.70710, 15.70301], [23.70983, 8.57617, 14.01549], [25.24885, 6.47176, 13.93242], [24.38591, 6.26134, 16.88827], [25.93643, 6.82332, 16.38289], [25.26975, 5.13660, 15.97284], [22.68162, 6.48099, 15.09047], [25.31117, 9.63868, 19.58345], [23.80315, 9.58184, 19.43232], [23.09293, 8.47319, 20.18788], [23.22568, 10.81197, 19.93853], [25.75980, 10.56335, 19.19609], [25.75160, 9.03456, 18.77716], [25.70608, 9.42190, 20.57065], [23.49657, 9.49761, 18.38307], [23.35752, 8.34409, 21.24238], [23.36359, 7.45135, 19.89597], [22.02567, 8.65333, 20.07704], [23.60321, 11.45838, 19.32889], [15.69274, 4.71767, 19.74231], [17.20067, 4.93050, 19.95184], [17.72329, 6.06835, 19.06142], [17.43746, 5.18272, 21.32894], [15.05354, 5.55848, 20.00279], [15.40297, 3.77557, 20.21330], [15.59899, 4.54183, 18.66335], [17.65181, 3.98942, 19.60778], [17.91162, 5.86434, 18.01221], [18.68711, 6.21503, 19.55421], [17.09125, 6.95568, 19.10870], [17.11291, 4.35187, 21.75935], [22.98454, 12.88345, 14.43224], [22.30690, 11.64039, 15.01687], [22.17218, 11.92532, 16.51460], [21.04843, 11.35906, 14.41583], [23.21777, 12.73880, 13.37456], [23.91228, 13.24564, 14.87838], [22.33740, 13.76249, 14.52721], [22.94778, 10.77351, 14.85100], [21.75021, 11.14936, 17.15863], [21.70976, 12.89864, 16.67876], [23.20409, 11.96364, 16.88560], [20.63084, 12.22913, 14.34968], [15.18865, 8.33810, 23.59928], [15.82162, 9.21568, 22.54709], [16.39557, 8.50286, 21.33515], [14.83239, 10.20241, 22.21626], [14.76133, 8.94812, 24.40058], [15.87477, 7.69932, 24.16446], [14.36163, 7.68801, 23.30143], [16.62971, 9.74834, 23.06588], [16.74786, 9.13975, 20.52434], [15.70588, 7.69696, 21.07513], [17.28693, 7.93503, 21.62275], [15.18492, 10.71790, 21.45664], [22.79396, -4.56704, 21.90545], [22.49211, -4.72166, 20.54856], [23.34160, -4.01436, 19.65117], [22.51908, -3.82845, 18.38565], [23.36069, -3.23147, 17.33100], [23.61476, -1.77643, 17.54877], [22.50013, -0.84257, 17.20239], [22.82978, 0.43196, 17.71208], [23.21686, 1.35203, 16.67494], [23.66278, -5.10496, 22.29677], [21.93293, -4.83361, 22.51813], [22.96437, -3.50860, 22.14647], [24.21868, -4.62994, 19.45848], [23.49042, -3.01577, 20.07152], [21.49325, -3.46394, 18.50843], [22.27469, -4.79184, 17.91660], [23.08026, -3.32725, 16.36629], [24.41730, -1.64684, 16.80733], [24.07201, -1.55523, 18.50952], [21.60604, -1.23261, 17.70824], [22.26611, -0.84662, 16.13188], [23.61658, 2.28037, 17.07322], [22.29538, 1.50333, 16.10965], [23.99526, 0.88415, 16.06720], [19.78967, 10.52085, 18.89701], [20.69679, 9.76626, 18.12192], [20.05810, 9.33267, 16.94006], [21.00416, 8.49196, 16.08343], [21.67305, 7.43586, 16.81774], [20.76803, 6.54329, 17.51100], [21.43282, 5.26088, 18.02090], [20.66162, 4.51568, 18.92867], [21.18135, 3.26843, 19.31141], [20.34097, 10.80427, 19.79516], [18.91884, 9.96853, 19.26321], [19.44279, 11.42473, 18.39159], [19.94736, 10.25676, 16.34456], [19.03207, 8.95568, 17.00321], [21.63935, 9.18712, 15.53390], [20.37984, 8.07384, 15.28581], [22.27468, 7.87820, 17.50611], [20.06311, 6.13905, 16.77994], [20.26965, 7.00395, 18.36536], [22.38782, 5.49996, 18.51195], [21.71326, 4.59513, 17.19534], [20.91712, 2.74721, 20.23216], [22.26286, 3.38333, 19.43646], [20.80848, 2.54552, 18.57832], [18.65215, -2.42411, 17.62924], [19.06766, -1.20069, 18.18721], [18.45969, -0.97760, 19.47653], [18.62914, 0.51140, 19.72338], [18.02624, 0.85008, 21.02744], [18.71261, 1.86557, 21.84846], [17.94175, 2.20062, 23.10426], [16.81772, 2.99374, 22.72045], [15.99334, 3.36582, 23.81951], [19.12075, -3.30349, 18.07442], [18.91764, -2.34076, 16.56672], [17.56354, -2.47179, 17.49335], [19.06054, -1.56007, 20.18167], [17.41118, -1.27969, 19.50758], [18.20860, 1.03634, 18.85675], [19.66884, 0.83965, 19.70490], [17.11880, 1.24434, 20.79563], [18.92809, 2.70921, 21.19254], [19.64946, 1.42332, 22.20100], [18.57654, 2.75754, 23.80196], [17.55636, 1.33340, 23.64906], [16.49836, 4.01084, 24.53855], [15.42714, 2.51222, 24.19560], [15.24489, 3.99090, 23.32048], [17.19548, 3.85959, 15.90216], [16.77840, 2.53143, 15.87004], [17.73551, 1.53144, 15.54762], [17.09874, 0.15998, 15.78574], [15.95257, 0.04519, 14.86647], [15.41777, -1.25503, 14.70019], [16.18061, -2.09183, 13.66381], [15.67246, -3.41809, 13.62418], [16.42395, -4.22640, 12.77258], [16.36031, 4.47218, 16.23978], [17.41195, 4.20031, 14.87560], [18.11182, 4.00296, 16.48648], [18.60615, 1.59206, 16.20873], [18.02314, 1.68950, 14.50714], [16.72928, 0.06939, 16.81097], [17.89111, -0.56010, 15.58532], [15.52861, 0.95393, 14.82380], [14.39471, -1.29403, 14.30679], [15.27516, -1.78665, 15.65155], [17.24182, -1.98090, 13.91602], [15.98647, -1.71192, 12.65641], [17.49095, -4.28250, 13.01494], [16.30048, -4.09148, 11.69257], [16.12225, -5.27107, 12.90882], [12.43495, 9.22491, 17.78255], [12.81848, 10.58920, 17.83556], [12.41236, 11.18235, 19.05966], [13.36388, 12.28888, 19.51771], [14.64320, 11.61334, 19.82058], [15.74178, 12.56458, 20.00961], [16.29357, 12.97154, 18.60491], [16.76514, 11.89030, 17.86618], [17.49409, 12.30134, 16.73105], [13.27549, 8.55095, 17.58699], [11.75129, 9.05166, 16.94615], [11.96488, 8.81869, 18.67793], [12.26484, 10.50937, 19.90371], [11.45192, 11.69293, 18.90734], [13.04138, 12.78947, 20.42781], [13.53207, 12.99523, 18.69813], [14.88950, 10.98017, 19.06824], [16.66132, 12.23222, 20.50532], [15.44254, 13.44405, 20.57964], [17.08461, 13.69827, 18.83875], [15.48397, 13.50398, 18.09186], [16.97321, 12.97655, 16.05214], [17.87361, 11.40167, 16.24277], [18.46494, 12.75444, 16.97930], [22.79819, 15.87933, 16.74043], [21.44588, 15.47108, 16.63648], [20.64521, 15.77119, 17.74971], [20.55379, 14.64737, 18.77936], [19.77772, 15.03746, 19.93917], [19.36667, 13.86166, 20.70270], [18.35782, 14.24233, 21.78467], [18.00970, 13.10633, 22.53849], [17.08837, 13.45905, 23.56323], [22.97184, 16.95715, 16.76967], [23.20662, 15.54852, 15.78481], [23.34858, 15.37116, 17.53461], [19.60488, 15.87571, 17.42032], [20.82285, 16.77841, 18.14382], [21.51389, 14.20008, 19.08231], [20.06872, 13.78951, 18.30534], [20.26415, 15.67404, 20.55871], [20.26004, 13.27635, 20.94180], [18.77149, 13.25178, 20.01368], [17.46318, 14.68660, 21.33504], [18.83213, 15.06701, 22.33548], [16.20450, 13.79085, 22.99743], [17.30651, 14.29723, 24.22866], [16.75066, 12.59653, 24.13097], [10.69060, 6.06373, 13.05937], [10.92937, 7.43629, 13.38597], [11.97953, 7.98173, 12.61623], [12.23099, 9.44670, 12.98646], [13.55758, 10.03877, 12.87737], [14.69667, 9.17009, 13.25220], [14.69886, 9.01175, 14.80416], [15.54485, 7.93994, 15.14094], [16.11877, 8.01649, 16.42493], [10.49302, 5.55757, 14.00602], [11.44844, 5.48207, 12.53625], [9.75037, 6.12064, 12.50412], [11.79449, 7.84871, 11.54229], [12.91181, 7.42146, 12.75893], [12.00981, 9.34830, 14.06273], [11.46750, 10.06643, 12.51904], [13.57852, 10.90775, 13.38747], [15.56038, 9.77596, 12.98516], [14.71601, 8.23870, 12.69526], [13.74553, 8.98856, 15.33661], [15.21643, 9.95062, 15.05339], [15.35110, 7.79947, 17.17803], [16.51110, 9.00034, 16.71178], [16.91873, 7.27895, 16.42336]], "forces_ev_per_angstrom": [[0.05, 1.81, -0.15], [1.00, -2.11, -0.22], [-0.59, 0.03, 1.59], [-0.36, 1.36, 0.05], [-0.20, -0.90, 0.08], [-0.11, -0.13, 0.04], [0.14, -0.15, -0.35], [-0.20, -0.23, -0.28], [0.07, 0.25, -0.21], [0.25, 0.17, -0.16], [-0.06, 0.09, -0.30], [-0.02, -0.17, -0.12], [-0.01, 0.70, -0.24], [0.28, -0.27, 0.75], [-0.19, -0.04, 0.26], [-0.18, 0.33, -0.12], [0.04, -0.12, -0.06], [-0.31, -0.23, 0.08], [-0.01, 0.07, 0.06], [-0.25, -0.29, -0.03], [-0.42, 0.42, -0.32], [0.39, -0.51, -0.14], [0.64, 0.13, -0.08], [0.00, -0.16, 0.08], [0.57, -0.09, -1.81], [-0.40, 0.33, 1.05], [0.37, -0.81, 0.39], [0.35, -0.21, -0.57], [-0.56, 0.55, 0.65], [0.01, -0.93, 0.69], [-0.09, -0.14, -0.01], [0.28, 0.01, -0.12], [-0.07, 1.02, 0.15], [-0.18, 0.20, -0.93], [-0.06, -0.30, 0.10], [-0.29, 0.37, 0.34], [0.67, -0.67, -1.07], [-1.77, 0.28, -0.87], [0.63, -0.18, 1.49], [0.20, -0.51, -0.44], [0.13, 0.01, 0.31], [-0.35, 0.23, 0.27], [-0.36, 0.02, 0.01], [0.42, 0.04, 0.23], [-0.16, -0.59, 0.04], [0.11, 0.75, -0.40], [0.07, 0.05, 0.27], [0.47, 0.80, 0.10], [-0.13, 0.33, -1.11], [0.58, 0.69, 1.11], [0.89, -0.58, 0.36], [0.24, 0.58, -0.21], [-0.18, 0.04, -0.06], [0.06, -0.70, 0.43], [-0.33, -0.18, -0.12], [-0.14, -0.09, -0.04], [-0.37, 0.19, -0.54], [-0.10, -0.01, 0.06], [0.07, 0.43, 0.05], [-0.28, -0.26, -0.13], [-0.35, -0.62, 1.17], [0.02, 0.97, 0.47], [0.25, -1.07, 0.89], [0.69, -0.23, -0.42], [0.00, 0.37, -0.27], [0.38, -0.02, -0.51], [0.12, 0.12, -0.61], [0.21, -0.02, -0.09], [-0.58, 0.18, -0.14], [-0.15, 0.35, -0.76], [0.02, 0.10, 0.24], [-0.88, -0.36, 0.34], [-0.09, 0.90, 0.68], [-0.13, -0.36, 0.19], [-1.81, -0.13, 0.18], [0.18, -1.66, -2.49], [-0.10, 1.84, 1.73], [1.76, -1.48, -2.09], [-0.74, -0.46, 0.99], [0.18, 0.95, -0.09], [-0.56, -1.19, 0.25], [0.11, -0.30, -0.44], [-0.11, -0.35, -0.28], [0.11, 0.08, -0.12], [0.39, 0.54, -0.08], [0.78, -0.12, 0.08], [0.34, 0.93, 0.58], [0.24, -0.42, 0.66], [-0.51, -0.51, 0.20], [0.18, 0.65, 0.32], [-0.37, -0.13, 0.20], [-0.15, 0.51, -0.02], [0.19, 0.18, -0.03], [-0.24, -0.03, 0.34], [0.32, 0.53, -0.48], [-0.05, 0.13, -0.25], [0.56, 0.25, 1.14], [-1.08, -1.11, 0.43], [0.39, 1.64, -1.66], [-1.36, 0.06, 0.14], [0.99, -0.20, -0.28], [-0.50, -1.28, 0.19], [1.79, -0.62, 0.09], [-1.85, 0.98, 1.26], [0.82, -0.46, -1.02], [0.04, 0.21, -0.07], [-0.05, -0.30, -0.43], [0.06, -0.03, -0.21], [-0.36, -0.16, -0.14], [0.22, -0.48, 0.87], [0.67, -0.41, 0.46], [0.05, -0.28, 0.08], [0.07, -0.09, 0.00], [-0.52, 0.63, 0.06], [-0.27, 0.15, -0.16], [0.13, 0.22, 0.05], [-0.05, 0.20, -0.35], [-0.92, 1.31, 0.61], [0.19, -0.53, -0.67], [0.98, -0.22, -0.43], [-0.04, 0.74, -1.77], [-0.93, -0.30, 0.53], [1.73, 0.39, -0.66], [0.00, 0.20, 0.61], [-0.76, 0.27, -0.25], [0.24, -1.32, -0.44], [-0.37, 0.58, -0.34], [0.17, -0.41, 0.69], [-0.97, 0.65, -1.60], [-0.28, -0.03, 0.17], [0.62, -0.41, 0.16], [-0.09, -0.31, 0.91], [-0.41, 0.01, 0.38], [-0.03, 0.01, -0.10], [-0.39, 0.14, 0.20], [0.25, -0.54, 0.14], [-0.12, -0.16, 0.36], [0.11, 0.64, 0.61], [0.17, 0.09, -0.24], [0.03, 0.16, -0.09], [0.25, -0.31, -0.29], [0.19, -0.46, 0.29], [0.47, -0.09, 0.51], [-0.08, 0.12, 0.35], [0.45, 0.27, -1.16], [-0.67, -0.86, 0.66], [-0.25, 0.20, 0.75], [-0.76, 0.98, -1.18], [2.27, 0.24, 0.23], [-1.87, -0.73, -0.61], [-0.38, 0.39, 0.08], [0.61, 0.23, 0.50], [0.27, -1.85, -0.11], [0.14, -0.08, 0.34], [0.13, 0.06, 0.09], [-0.18, 0.03, 0.29], [0.18, 0.29, -0.03], [0.25, -0.37, -0.14], [0.44, -0.02, 0.30], [-0.19, -0.31, 0.03], [-1.08, -0.50, -0.25], [-0.08, 0.75, 0.11], [0.59, -0.22, 0.08], [0.18, -0.67, -0.30], [0.36, 0.63, 0.10], [0.08, 0.62, 0.01], [-0.07, 0.79, 0.05], [-0.38, 0.16, 0.25], [-0.05, -0.86, -0.86], [0.16, -0.62, 1.17], [-0.93, 1.97, 0.38], [1.45, -1.59, -0.71], [0.49, 0.56, 0.95], [0.94, -0.27, -2.21], [-0.67, 1.68, 1.62], [0.11, -0.17, -0.08], [1.19, -0.60, 0.02], [0.30, 0.39, 0.07], [-0.16, 0.21, 0.04], [-0.08, 0.47, 0.20], [0.32, -0.49, -0.25], [-0.20, -0.24, -0.11], [-0.36, 0.02, -0.11], [-0.42, 0.29, 0.07], [-0.08, 0.05, -0.09], [-0.53, -0.90, 0.49], [-0.32, 0.08, -0.23], [0.17, 0.07, -0.50], [0.17, 0.00, -0.42], [-0.34, -0.15, 0.02], [-0.71, -0.13, -0.35], [-0.28, 0.57, 0.46], [0.15, -0.61, -0.99], [0.08, 0.33, 0.28], [-1.25, 0.13, 0.16], [0.78, -0.20, 0.35], [-0.80, -0.01, 0.05], [-0.95, -0.08, -1.20], [1.13, 0.17, -0.18], [0.75, 0.51, 1.09], [-1.60, 0.09, -1.22], [-0.44, 0.12, 0.35], [0.35, 0.01, 0.12], [-0.12, 0.06, 0.21], [0.11, -0.08, -0.44], [0.66, -0.21, 0.37], [0.37, 0.40, -0.14], [-0.30, 0.19, -0.08], [0.26, 0.05, -0.25], [-0.29, -0.18, 0.92], [0.35, -0.25, -0.13], [-0.03, -0.07, -0.27], [-0.21, -0.22, 0.75], [-0.32, 0.08, 0.36], [0.88, -0.13, -0.06], [0.50, -0.22, -0.04], [-1.46, 0.58, 0.70], [1.15, -0.03, -0.14], [1.33, 0.00, -1.26], [-0.80, -0.66, 1.92], [0.25, -1.19, -1.64], [-1.38, 1.28, 1.00], [1.58, 0.54, -0.95], [0.21, 0.04, -0.09], [-0.49, -0.16, 0.15], [-0.02, -0.07, -0.05], [0.33, 0.58, -0.18], [0.14, -0.74, -0.30], [-0.35, 0.16, -0.06], [-0.13, -0.16, 0.39], [-0.54, 0.51, 0.02], [0.16, 0.21, 0.03], [0.04, 0.02, 0.06], [0.34, -0.45, -0.03], [-0.10, -0.01, 0.06], [-0.17, -0.22, -0.40], [-0.30, 0.01, 0.76], [0.22, -0.32, 0.15], [0.11, 0.13, -0.46], [-0.04, -0.02, 0.33]], "e_homo_ev": -8.34, "de_lowest_kj_mol": 332.4, "charge": 0, "largest_force_ev_per_a": 3.11, "homo_lumo_gap_ev": 8.828, "lumo_ev": 0.5}